An isolated molecule of C23H31N3O3S, computed with ωB97M-V/def2-TZVPD.

Geometry as XYZ:
```
61
Properties=species:S:1:pos:R:3
C 6.26757 -1.79453 3.95341
C 4.80732 -2.13286 3.95335
C 3.90670 -1.45729 3.14175
C 2.56030 -1.77371 3.14275
C 2.08638 -2.79410 3.95737
N 0.72596 -3.10112 3.97839
S -0.24675 -3.00583 2.61414
O -1.37314 -3.83824 2.91855
O 0.50190 -3.26618 1.41980
C -0.76773 -1.29637 2.61612
C -1.42988 -0.79655 3.71986
C -1.83211 0.52973 3.71402
C -1.57585 1.32166 2.60805
C -0.92563 0.80605 1.48891
C -0.69127 1.73368 0.33337
O -0.73784 2.94366 0.46932
N -0.40894 1.13048 -0.83647
C -0.31477 1.85407 -2.07858
C -1.34010 1.28560 -3.09002
N -1.18265 -0.18414 -3.02147
C 0.02855 -0.69869 -3.63738
C -2.31388 -0.99539 -3.42479
C -2.75688 1.68874 -2.64571
C -3.00293 3.19500 -2.71299
C -2.75345 3.70971 -4.12586
C -1.33848 3.36379 -4.57404
C -1.08850 1.85935 -4.49713
C -0.51224 -0.52278 1.50343
C 2.98115 -3.47857 4.77535
C 4.32088 -3.14515 4.77288
H 6.85304 -2.64436 3.60402
H 6.60324 -1.55190 4.96066
H 6.46962 -0.94606 3.30521
H 4.25921 -0.66518 2.49725
H 1.87513 -1.23762 2.50738
H 0.46525 -3.87648 4.56799
H -1.61896 -1.44637 4.55895
H -2.34325 0.94432 4.56935
H -1.87275 2.35980 2.58560
H -0.55397 0.13830 -0.96582
H -0.50397 2.90350 -1.85876
H 0.70226 1.77035 -2.47509
H 0.20418 -1.70439 -3.25216
H 0.88639 -0.08693 -3.37441
H -0.03731 -0.76115 -4.73253
H -2.63450 -0.81984 -4.46214
H -2.02167 -2.04143 -3.33875
H -3.15661 -0.83518 -2.75678
H -3.48460 1.21612 -3.30567
H -2.93074 1.33166 -1.62859
H -2.36827 3.72515 -2.00283
H -4.03879 3.39022 -2.42678
H -2.90148 4.79043 -4.16272
H -3.47145 3.25039 -4.81023
H -0.61753 3.89000 -3.94684
H -1.18462 3.69706 -5.60316
H -0.06182 1.65466 -4.80500
H -1.75683 1.35274 -5.19856
H 0.02404 -0.98095 0.68639
H 2.61964 -4.27193 5.41414
H 5.00342 -3.68493 5.41351
```

Properties
- Maximum force: 1.0 eV/A
- SMILES: Cc1ccc(NS(=O)(=O)c2cccc(C(=O)NCC3(N(C)C)CCCCC3)c2)cc1
- DFT total energy: -1683.2238 Eh
- Gap between HOMO and LUMO: 8.8 eV
- Energy relative to the best compared isomer or geometry (same formula, charge and spin): 1.195 eV